Formula: C36H56O25
Source: the Open Molecules 2025 dataset
Level of theory: ωB97M-V/def2-TZVPD

```
117
Properties=species:S:1:pos:R:3:lowdin_charge:R:1
C -3.14 3.70 4.31 -0.02
C -2.88 2.55 3.36 -0.30
C -3.00 1.14 3.98 -0.10
O -3.74 0.41 3.02 0.04
C -4.41 1.27 2.21 -0.57
O -5.24 0.97 1.43 0.19
O -3.98 2.54 2.41 0.07
H -2.98 4.64 3.78 0.08
H -2.49 3.65 5.18 0.09
H -4.15 3.65 4.72 0.09
H -1.94 2.65 2.82 0.14
H -3.49 1.17 4.95 0.14
H -1.98 0.77 4.13 0.12
C 2.81 -7.15 -0.72 -0.02
C 2.73 -6.55 0.65 -0.30
C 2.99 -5.03 0.67 -0.06
O 1.75 -4.48 1.16 0.04
C 0.90 -5.46 1.49 -0.55
O -0.14 -5.28 2.06 0.15
O 1.38 -6.67 1.13 0.09
H 2.42 -8.17 -0.74 0.09
H 3.83 -7.20 -1.12 0.09
H 2.20 -6.57 -1.41 0.10
H 3.40 -7.02 1.37 0.15
H 3.18 -4.58 -0.30 0.13
H 3.79 -4.73 1.35 0.13
C -1.12 5.28 0.26 -0.02
C -1.39 6.26 -0.86 -0.29
C -2.15 7.53 -0.45 -0.10
O -1.44 8.59 -1.05 0.07
C -0.25 8.14 -1.52 -0.57
O 0.56 8.82 -2.05 0.17
O -0.12 6.82 -1.29 0.08
H -2.00 4.69 0.51 0.09
H -0.71 5.82 1.11 0.09
H -0.38 4.56 -0.10 0.07
H -1.79 5.76 -1.74 0.16
H -2.12 7.63 0.64 0.13
H -3.19 7.49 -0.78 0.13
C -5.61 -0.34 -3.30 -0.02
C -4.61 0.78 -3.11 -0.30
C -3.46 0.48 -2.14 -0.09
O -2.27 0.79 -2.90 0.04
C -2.61 1.10 -4.19 -0.56
O -1.84 1.38 -5.04 0.17
O -3.93 1.00 -4.36 0.09
H -6.18 -0.52 -2.38 0.09
H -5.06 -1.25 -3.56 0.10
H -6.27 -0.07 -4.11 0.09
H -5.11 1.71 -2.85 0.15
H -3.51 -0.57 -1.87 0.11
H -3.55 1.11 -1.26 0.13
C -1.68 -2.76 3.62 -0.01
C -2.56 -3.51 2.66 -0.28
C -4.08 -3.46 2.98 -0.07
O -4.67 -2.95 1.79 0.08
C -3.72 -2.56 0.91 -0.56
O -3.97 -2.03 -0.12 0.16
O -2.49 -2.84 1.37 0.06
H -1.73 -3.20 4.62 0.10
H -2.03 -1.72 3.66 0.07
H -0.64 -2.75 3.29 0.05
H -2.19 -4.52 2.50 0.13
H -4.26 -2.82 3.85 0.13
H -4.46 -4.46 3.15 0.13
C 2.09 -2.25 4.23 -0.04
C 3.36 -1.58 3.79 -0.31
C 4.10 -0.85 4.93 -0.08
O 5.42 -1.39 4.91 0.07
C 5.51 -2.36 3.97 -0.56
O 6.48 -2.97 3.72 0.18
O 4.31 -2.56 3.37 0.08
H 1.74 -3.04 3.55 0.07
H 1.27 -1.54 4.34 0.09
H 2.16 -2.72 5.22 0.10
H 3.14 -0.89 2.97 0.15
H 3.63 -1.03 5.90 0.13
H 4.17 0.23 4.79 0.13
C 3.95 4.56 -2.58 -0.02
C 4.61 3.20 -2.70 -0.30
C 3.65 2.04 -3.06 -0.09
O 3.99 1.75 -4.42 0.05
C 5.10 2.41 -4.79 -0.57
O 5.64 2.30 -5.84 0.17
O 5.54 3.21 -3.79 0.08
H 3.18 4.49 -1.81 0.08
H 3.47 4.86 -3.51 0.10
H 4.71 5.29 -2.28 0.09
H 5.18 3.03 -1.79 0.15
H 2.62 2.38 -2.99 0.13
H 3.84 1.16 -2.45 0.13
C 0.55 -1.70 0.61 0.00
C -0.11 -0.57 -0.17 -0.25
C -1.14 0.22 0.64 -0.08
O -0.65 1.56 0.63 0.06
C 0.59 1.61 0.11 -0.58
O 1.30 2.56 0.15 0.15
O 0.93 0.43 -0.42 0.08
H 1.25 -2.19 -0.05 0.08
H -0.22 -2.41 0.92 0.07
H 1.01 -1.31 1.52 0.09
H -0.51 -0.88 -1.13 0.15
H -1.23 -0.15 1.66 0.12
H -2.12 0.16 0.18 0.11
C 2.30 -1.33 -3.76 -0.17
C 1.25 -0.40 -4.35 -0.17
C 0.08 -1.38 -4.58 -0.17
O 0.65 -2.70 -4.64 -0.13
C 2.06 -2.58 -4.57 -0.22
H 2.04 -1.46 -2.71 0.10
H 3.33 -0.96 -3.82 0.11
H 1.62 0.14 -5.22 0.12
H 1.00 0.40 -3.66 0.10
H -0.52 -1.14 -5.45 0.12
H -0.50 -1.34 -3.65 0.10
H 2.51 -2.48 -5.57 0.12
H 2.51 -3.49 -4.15 0.11
```

The relative energy (zero: lowest compared OMol25 entry of this formula, charge and spin) comes out at 0.0 kJ/mol. The HOMO energy is -0.345 Ha. The SMILES is C[C@H]1COC(=O)O1.C[C@H]1COC(=O)O1.C[C@H]1COC(=O)O1.C[C@H]1COC(=O)O1.C[C@H]1COC(=O)O1.C[C@H]1COC(=O)O1.C[C@H]1COC(=O)O1.C[C@H]1COC(=O)O1.C1CCOC1. The value obtained for the largest force on an atom is 1.3 eV/Å. The calculation puts the LUMO energy at -0.31 eV.



Formula: C36H57N4O10PSbSi3TeTi
Source: the Open Molecules 2025 dataset
Level of theory: ωB97M-V/def2-TZVPD

```
114
Properties=species:S:1:pos:R:3:lowdin_charge:R:1
Ti -0.32 0.17 0.16 0.69
C 4.25 -0.24 -1.92 -0.29
Sb 2.14 -0.61 -1.59 1.40
C 1.84 0.52 0.25 -0.53
C 2.09 1.92 -0.18 -0.45
C 2.14 3.03 0.68 -0.07
C 2.34 4.29 0.16 -0.07
C 2.49 4.46 -1.21 -0.08
C 2.45 3.33 -1.99 -0.14
N 2.28 2.10 -1.50 -0.01
Si 2.51 0.13 1.96 0.47
C 2.69 -1.66 2.51 -0.16
C 1.38 0.82 3.32 -0.17
C 4.23 0.90 2.17 -0.17
C 2.07 -2.75 -0.99 -0.55
C 1.04 -2.93 0.12 -0.48
C 0.75 -4.21 0.56 -0.11
C -0.52 -4.47 1.17 -0.11
C -1.29 -3.46 1.61 -0.07
C -0.67 -2.09 1.61 -0.31
N 0.30 -1.87 0.52 -0.04
Si 3.77 -3.53 -0.73 0.45
C 4.64 -3.64 -2.41 -0.18
C 3.82 -5.29 -0.06 -0.18
C 4.94 -2.62 0.44 -0.19
Si 1.18 -3.54 -2.50 0.43
C -0.65 -3.15 -2.43 -0.15
C 1.35 -5.41 -2.67 -0.18
C 1.80 -2.91 -4.18 -0.20
H 4.43 0.78 -1.59 0.00
H 4.45 -0.30 -2.99 0.00
H 4.91 -0.92 -1.40 -0.03
H 2.00 2.90 1.74 0.09
H 2.35 5.15 0.83 0.11
H 2.62 5.44 -1.66 0.09
H 2.57 3.39 -3.07 0.11
H 1.85 -1.94 3.14 0.03
H 3.60 -1.74 3.12 0.04
H 2.75 -2.40 1.72 -0.01
H 0.45 0.25 3.32 0.02
H 1.13 1.87 3.24 0.01
H 1.86 0.65 4.29 0.04
H 4.98 0.28 1.68 0.02
H 4.48 0.95 3.23 0.03
H 4.31 1.91 1.76 0.02
H 1.34 -5.04 0.21 0.06
H -0.89 -5.49 1.22 0.10
H -2.28 -3.60 2.03 0.10
H -0.19 -1.89 2.58 0.13
H 4.29 -4.50 -2.97 0.02
H 5.71 -3.77 -2.24 0.03
H 4.51 -2.75 -3.03 0.01
H 3.22 -6.00 -0.62 0.01
H 3.50 -5.32 0.99 0.03
H 4.86 -5.62 -0.10 0.03
H 4.77 -1.55 0.52 -0.01
H 5.97 -2.77 0.09 0.04
H 4.87 -3.04 1.45 0.03
H -1.06 -3.32 -1.43 0.03
H -1.18 -3.80 -3.13 0.04
H -0.86 -2.11 -2.70 -0.01
H 0.97 -5.96 -1.81 0.02
H 2.39 -5.71 -2.85 0.01
H 0.77 -5.71 -3.54 0.03
H 1.86 -1.83 -4.26 -0.01
H 1.07 -3.25 -4.92 0.03
H 2.76 -3.34 -4.45 0.01
O -1.07 3.80 0.05 0.08
C -1.18 3.01 0.96 -0.55
O -0.62 1.83 1.03 -0.17
C -1.95 3.39 2.20 -0.07
C -2.83 4.46 2.12 0.10
C -3.57 4.81 3.23 -0.10
C -3.44 4.15 4.44 0.08
C -2.54 3.11 4.49 -0.10
C -1.79 2.72 3.39 0.08
N -2.37 2.39 5.77 -0.35
O -3.05 2.75 6.71 0.08
O -1.61 1.45 5.78 0.09
N -4.52 5.93 3.14 -0.35
O -5.17 6.20 4.13 0.08
O -4.67 6.46 2.05 0.08
H -2.93 5.01 1.19 0.12
H -4.02 4.44 5.30 0.13
H -1.10 1.89 3.47 0.10
C -4.24 -0.63 -4.28 -0.08
C -4.34 0.83 -3.88 -0.32
O -4.37 0.93 -2.45 -0.29
P -3.26 1.81 -1.68 0.19
O -3.57 1.78 -0.23 -0.32
Te -1.06 1.09 -2.39 0.75
O -3.42 3.26 -2.35 -0.30
C -4.23 4.28 -1.75 -0.27
C -3.45 5.58 -1.73 -0.07
H -4.30 -0.72 -5.37 0.07
H -5.05 -1.20 -3.84 0.08
H -3.29 -1.04 -3.96 0.05
H -5.25 1.29 -4.26 0.12
H -3.49 1.39 -4.28 0.08
H -4.51 3.97 -0.74 0.10
H -5.15 4.37 -2.34 0.12
H -2.51 5.44 -1.19 0.06
H -4.04 6.36 -1.25 0.07
H -3.22 5.89 -2.75 0.08
C -3.32 -1.46 -0.35 -0.04
O -2.06 -0.94 0.04 -0.32
C -1.59 -0.92 1.37 -0.43
C -2.59 -0.47 2.38 -0.02
H -3.41 -2.49 -0.02 0.10
H -3.35 -1.41 -1.44 0.07
H -4.12 -0.84 0.06 0.09
H -3.37 -1.23 2.53 0.09
H -3.07 0.45 2.07 0.08
H -2.11 -0.33 3.35 0.08
```

The relative energy (zero: lowest compared OMol25 entry of this formula, charge and spin) comes out at 0.0 kJ/mol. The HOMO energy is -0.152 Ha. As for the total charge: -1. The value obtained for the largest force on an atom is 0.7 eV/Å. The calculation puts the LUMO energy at 1.05 eV.



no.,electronic energy (eV)
1,-89430.1603
2,-134563.1425